Record 1
ORCA calculation (ωB97M-V/def2-TZVPD) on a molecular structure, C3H6BiO4 at a distorted geometry.

```
14
Properties=species:S:1:pos:R:3:mulliken_spin:R:1
O 2.34607 -0.87645 -0.08968 -0.02
C 0.99816 -1.13919 -0.49740 0.04
C 0.02835 -0.91756 0.65583 0.00
O -1.17286 -0.28725 0.20364 -0.01
C -1.30787 1.02752 0.11179 0.03
O -2.38371 1.50591 -0.21791 -0.88
O -0.29127 1.82035 0.25122 -0.04
H 2.76844 -1.67225 0.25804 0.01
H 0.91461 -2.16593 -0.87276 0.00
H 0.80453 -0.46058 -1.33619 -0.03
H 0.47371 -0.34443 1.48153 -0.03
H -0.26986 -1.88211 1.08278 0.00
Bi 3.41417 0.89899 -0.06927 1.73
H 0.93481 1.50786 0.12340 0.19
```

For the total energy, the calculation gives -17213.63432 eV. The total charge is +2. Its frontier orbital gap (spin up / spin down) is 4.66 / 9.53 eV. Its maximum force is 0.1234 hartree/bohr. The lowest unoccupied orbital energy (spin up / spin down) is -0.4765 / -0.4238 hartree. Its multiplicity is 2.


Record 2
ORCA calculation (ωB97M-V/def2-TZVPD) on a single C6H8 molecule at a distorted geometry.

```
14
Properties=species:S:1:pos:R:3:mulliken_charge:R:1
C 1.47547 -0.45646 0.54553 -0.43
C 0.37910 -1.20159 0.74934 -0.51
C -0.71842 -0.71197 -0.14466 0.00
C -1.62144 0.45209 0.05542 -0.78
C -0.24143 0.41413 -0.96571 -0.28
C 1.05471 0.85171 -0.24469 -0.63
H 2.49093 -0.59547 0.93402 0.37
H 0.15324 -2.05825 1.39270 0.39
H -1.24056 -1.46215 -0.72906 0.40
H -1.46552 1.30290 0.70557 0.25
H -2.70704 0.18525 0.06082 0.31
H -0.14832 0.34277 -2.06269 0.33
H 0.82086 1.52192 0.58845 0.20
H 1.76842 1.41512 -0.88504 0.39
```

For the total energy, the calculation gives -6348.61330 eV. The total charge is 0. Its SMILES is C1=C[C@H]2C[C@H]2C1. Its frontier orbital gap is 10.10 eV. Its maximum force is 0.0342 hartree/bohr. The lowest unoccupied orbital energy is 0.0437 hartree.


Record 3
ORCA calculation (ωB97M-V/def2-TZVPD) on a single C2H3BrO2 molecule at a distorted geometry.

```
8
Properties=species:S:1:pos:R:3:mulliken_charge:R:1
C 0.21126 0.71380 0.23348 -0.28
C -0.79766 -0.32280 -0.09931 0.36
O -0.01216 1.32994 -1.00349 -0.57
O -0.37865 -1.41216 -0.65217 -0.39
Br -2.58786 0.12230 0.01698 -0.03
H -0.05511 1.28450 1.01818 0.34
H 1.10547 0.12027 0.23004 0.20
H -0.96070 -1.94550 -1.19607 0.37
```

For the total energy, the calculation gives -76256.74454 eV. The total charge is 0. Its frontier orbital gap (spin up / spin down) is 9.01 / 9.02 eV. Its maximum force is 0.0806 hartree/bohr. The lowest unoccupied orbital energy (spin up / spin down) is 0.0034 / 0.0034 hartree.


Record 4
ORCA calculation (ωB97M-V/def2-TZVPD) on a gas-phase ion, C5H8NO (charge +1) at a distorted geometry.

```
15
Properties=species:S:1:pos:R:3:mulliken_charge:R:1
C -1.47555 -0.05837 -0.41477 -0.25
C -0.30216 -0.63710 -0.71258 -0.27
C -1.53068 1.25988 0.24528 -0.55
C 1.00184 -0.26865 -0.51937 0.38
C 2.05889 -1.14645 -0.12912 -1.23
N -0.42374 1.42101 1.15433 0.18
O -0.79556 1.79178 2.25910 -0.29
H -2.31996 -0.62244 -0.55402 0.48
H -0.41479 -1.67240 -0.74126 0.33
H -1.51001 2.16425 -0.50039 0.32
H -2.53648 1.43456 0.79938 0.41
H 1.32009 0.70386 -0.87781 0.37
H 1.67262 -2.07376 0.41917 0.36
H 2.67227 -0.64763 0.55783 0.39
H 2.58322 -1.64856 -0.98579 0.37
```

For the total energy, the calculation gives -8839.93584 eV. The total charge is +1. Its frontier orbital gap (spin up / spin down) is 7.53 / 7.53 eV. Its maximum force is 0.0834 hartree/bohr. The lowest unoccupied orbital energy (spin up / spin down) is -0.2506 / -0.2506 hartree.


Record 5
ORCA calculation (ωB97M-V/def2-TZVPD) on a single C4H9NO2 molecule at a distorted geometry.

```
16
Properties=species:S:1:pos:R:3:mulliken_charge:R:1
C 0.50218 0.46012 -1.24526 -1.39
C 0.54383 0.00865 0.17510 1.39
C -0.04773 1.00254 1.13657 -1.66
C -0.28055 -1.53320 0.40357 -1.06
N 1.88826 -0.24383 0.58968 0.00
O 2.80837 0.67606 0.08467 -0.21
O 2.82254 -0.68160 -0.33082 -0.19
H -0.42800 0.90621 -1.65986 0.37
H 1.18396 1.32865 -1.13937 0.44
H 0.59114 -0.43230 -1.95572 0.31
H -0.43221 0.58907 2.05480 0.38
H 0.42442 1.88156 1.44481 0.42
H -0.95845 1.43693 0.62994 0.33
H -0.71724 -1.70136 -0.63060 0.27
H 0.51381 -2.28801 0.59996 0.33
H -1.02828 -1.48318 1.21129 0.29
```

For the total energy, the calculation gives -9871.70109 eV. The total charge is 0. Its SMILES is CC(C)(C)n1oo1. Its frontier orbital gap is 11.00 eV. Its maximum force is 0.0781 hartree/bohr. The lowest unoccupied orbital energy is 0.0323 hartree.


Record 6
ORCA calculation (ωB97M-V/def2-TZVPD) on a molecular structure, C32H50CrN6Sb2.

```
91
Properties=species:S:1:pos:R:3:mulliken_spin:R:1
Cr 0.02941 -0.29679 -0.18414 3.83
C 1.51372 3.91619 0.79444 0.00
N 2.32098 2.79957 1.27362 0.00
C 3.64662 3.17117 1.75806 0.00
C 2.00386 1.53082 0.93221 -0.04
N 1.34591 1.22381 -0.19558 -0.16
C 1.67565 1.98873 -1.34833 0.10
C 2.97315 2.38175 -1.56325 0.02
C 3.28603 3.34742 -2.53880 0.00
C 2.28708 3.93485 -3.25566 0.01
C 0.94879 3.48724 -3.12271 -0.02
C -0.08644 4.08718 -3.88128 0.01
C -1.36620 3.63320 -3.77430 0.00
C -1.63959 2.49029 -2.99935 0.04
C -0.65118 1.83662 -2.29950 0.16
N -0.93734 0.53623 -1.77764 -0.27
C -1.65744 -0.21663 -2.64259 0.08
N -2.72619 -0.90162 -2.20071 -0.01
C -3.29393 -2.04925 -2.89692 0.01
C -3.45400 -0.48620 -1.01540 0.03
N -1.31594 -0.34079 -3.94079 -0.01
C 0.04199 -0.04143 -4.38102 0.01
C -2.30989 -0.29999 -5.01280 0.00
C 0.64857 2.42222 -2.23321 0.06
N 2.31928 0.54244 1.79737 -0.01
C 2.21305 -0.85211 1.42919 0.17
C 2.68463 0.76833 3.19267 0.00
H 1.95589 4.39038 -0.08403 0.00
H 1.44679 4.65276 1.59541 0.00
H 0.51237 3.57264 0.54564 0.00
H 4.09195 3.86783 1.04384 0.00
H 4.29083 2.29897 1.82085 0.00
H 3.59906 3.65652 2.73332 0.00
H 3.76364 1.99124 -0.93318 0.00
H 4.31505 3.65020 -2.67863 0.00
H 2.50186 4.73139 -3.95595 0.00
H 0.15806 4.91759 -4.53056 0.00
H -2.16850 4.11413 -4.31754 0.00
H -2.64543 2.08435 -2.99868 0.00
H -2.56294 -2.47481 -3.57810 0.00
H -4.19142 -1.78063 -3.45546 0.00
H -3.57312 -2.79779 -2.15745 0.00
H -3.09154 0.48397 -0.69107 0.01
H -3.32426 -1.21228 -0.20535 0.00
H -4.51853 -0.42393 -1.24785 0.00
H 0.74855 -0.23304 -3.57739 0.02
H 0.13878 0.99956 -4.69845 0.00
H 0.27559 -0.68967 -5.22476 0.00
H -3.30651 -0.15859 -4.60621 0.00
H -2.28789 -1.20707 -5.61666 0.00
H -2.08422 0.55499 -5.65308 0.00
H 2.03138 -0.95307 0.35100 -0.04
H 1.43741 -1.35741 2.01671 -0.07
H 3.15135 -1.38631 1.59962 0.01
H 2.34629 1.74919 3.51199 0.00
H 3.76292 0.69273 3.33822 0.00
H 2.20297 0.00436 3.80302 0.00
C -3.46150 1.13257 2.20128 0.01
Sb -1.52272 0.24585 2.22201 0.03
C -0.72277 1.54402 3.70481 0.01
C -1.90920 -1.48402 3.44094 0.02
C -0.62839 -2.22731 3.69013 -0.01
C 0.19175 -1.78848 4.73279 0.00
C 1.40089 -2.39964 5.01971 0.00
C 1.81250 -3.48688 4.26283 0.00
C 1.00179 -3.94611 3.23911 0.00
C -0.21507 -3.33334 2.92869 -0.01
C -1.02275 -3.90325 1.79752 0.02
Sb -0.38571 -3.12749 -0.10302 -0.01
C -1.37860 -4.47538 -1.40953 0.01
C 1.55966 -3.98546 -0.18309 0.00
H -3.97110 0.86577 3.12649 0.00
H -4.06845 0.81471 1.35994 0.00
H -3.34252 2.21465 2.16676 0.00
H -1.45413 1.66517 4.50321 0.00
H -0.52873 2.51744 3.25437 0.00
H 0.19791 1.15042 4.12288 0.00
H -2.66807 -2.08632 2.94377 0.00
H -2.33985 -1.13154 4.37840 0.00
H -0.14959 -0.96843 5.35457 0.00
H 2.00184 -2.05177 5.84990 0.00
H 2.73979 -3.99526 4.49075 0.00
H 1.30175 -4.82636 2.68195 0.00
H -2.09211 -3.72433 1.89598 0.00
H -0.87997 -4.98284 1.73530 0.00
H -0.95666 -5.46580 -1.24540 0.00
H -1.23192 -4.19444 -2.44903 0.00
H -2.44149 -4.50704 -1.18340 0.00
H 1.48285 -5.06902 -0.10550 0.00
H 2.16711 -3.61266 0.63980 0.00
H 2.03648 -3.72888 -1.12770 0.00
```

For the total energy, the calculation gives -84419.73789 eV. The total charge is +2. Its frontier orbital gap (spin up / spin down) is 6.96 / 7.33 eV. Its maximum force is 0.0078 hartree/bohr. The lowest unoccupied orbital energy (spin up / spin down) is -0.1972 / -0.1890 hartree. Its multiplicity is 5.


Record 7
ORCA calculation (ωB97M-V/def2-TZVPD) on a molecular structure, C12H19AsF9O10P2 at a distorted geometry.

```
53
Properties=species:S:1:pos:R:3:mulliken_charge:R:1
C 0.15309 2.78182 -4.86434 -1.43
C 0.45599 1.79504 -3.70222 -0.13
C -0.87174 1.16538 -3.20098 -0.64
O -1.08209 1.24007 -1.83005 -0.76
As -0.72972 -0.22263 -0.72687 1.85
C 0.64562 -1.03407 -1.97360 -1.74
C -2.28499 -1.22795 -1.63658 -1.07
O -3.27692 -1.58494 -0.67628 -0.09
O -4.35600 -2.13860 -1.38311 -0.48
C -0.48522 -1.91050 0.43293 -1.82
O -1.21882 -1.93011 1.70735 -0.18
C -1.40685 -3.13090 2.19832 0.84
F -2.57978 -3.61957 1.86119 -0.30
F -1.43063 -3.04558 3.52634 -0.30
F -0.48000 -4.01575 1.90899 -0.28
P -2.31724 0.60358 0.82738 -0.15
P -1.55762 2.20131 2.04337 0.85
O -2.55179 2.45666 3.08841 -0.78
O -1.41257 3.60589 1.22386 -0.52
O -0.14703 1.85354 2.78391 -0.39
C 0.86120 0.83122 0.14476 -0.24
O 0.80756 1.98168 -0.00898 -0.54
C 2.20589 0.36430 0.80724 0.66
F 3.04868 -0.00635 -0.17313 -0.33
F 2.81896 1.43522 1.34384 -0.34
C 2.29017 -0.71666 1.91051 0.64
F 2.66887 -1.85114 1.31650 -0.32
F 1.19905 -0.88542 2.64497 -0.28
C 3.44658 -0.51005 2.96869 0.91
F 3.56774 -1.73964 3.52492 -0.29
F 4.61538 -0.27175 2.42184 -0.29
C 3.06410 0.43373 4.13300 0.09
O 3.10451 1.58412 4.09522 -0.39
O 2.65570 -0.19730 5.28381 -0.51
H 1.01549 2.96077 -5.50291 0.40
H -0.24099 3.69605 -4.41619 0.34
H -0.67087 2.37794 -5.45866 0.34
H 1.11444 1.03563 -4.12840 0.34
H 0.92651 2.36894 -2.90660 0.10
H -1.07659 0.20591 -3.69561 0.18
H -1.63856 1.82549 -3.64404 0.54
H 0.20886 -1.45490 -2.88053 0.53
H 1.17446 -1.86005 -1.48744 0.44
H 1.42340 -0.31432 -2.22696 0.35
H -2.81217 -0.63282 -2.38596 0.51
H -1.86752 -2.13152 -2.10432 0.56
H -4.19680 -3.08831 -1.30549 0.31
H -0.94525 -2.72898 -0.13149 0.72
H 0.54602 -2.24184 0.57271 1.03
H -3.29122 1.24360 0.01586 0.04
H -0.47903 3.80284 1.04259 0.35
H -0.38553 1.21890 3.47488 0.27
H 1.77529 -0.57800 5.14733 0.37
```

For the total energy, the calculation gives -137097.53908 eV. The total charge is -1. Its frontier orbital gap is 7.30 eV. Its maximum force is 0.0774 hartree/bohr. The lowest unoccupied orbital energy is 0.0937 hartree.